# 1
Computed, not measured: a 2-piece molecular cluster, C5H10O overall, with ωB97M-V with the def2-TZVPD basis set.

Properties
- energy relative to the best compared isomer or geometry (same formula, charge and spin) (kJ/mol) = 484.2
- gap between HOMO and LUMO (eV) = 8.3
- F_max (eV/Å) = 0.48

Atoms and positions in Å:
C 0.73976 0.28587 -1.65124
C 0.34468 0.87635 -0.27523
C -0.74335 1.94729 -0.40130
C 0.10440 -0.27419 0.62800
C -0.04768 -2.75957 1.95387
O -1.22452 -2.89476 2.18494
H 1.58505 -0.39973 -1.55680
H 1.00878 1.09955 -2.33241
H -0.09931 -0.25785 -2.09873
H 1.27563 1.31901 0.12500
H -0.42129 2.78469 -1.03140
H -1.01395 2.34995 0.58085
H -1.64885 1.52056 -0.84991
H -0.93005 -0.19047 1.03327
H 0.42889 -3.15522 1.03680
H 0.64182 -2.25146 2.65429


# 2
Computed, not measured: a 2-piece molecular cluster, C7H3F5O2 overall at a distorted geometry, with ωB97M-V with the def2-TZVPD basis set.

Properties
- energy relative to the best compared isomer or geometry (same formula, charge and spin) (kJ/mol) = 0.0
- gap between HOMO and LUMO (eV) = 8.9
- F_max (eV/Å) = 5.63

Atoms and positions in Å:
C 0.22363 0.00505 -0.65978
C -0.97918 -0.45064 -1.07992
C -0.43007 0.96069 0.44153
C -1.74402 0.23223 0.02268
C -0.57492 0.44463 1.83987
C -1.91043 -0.26902 1.52556
C -1.10336 2.31156 2.94370
O -1.59658 1.54106 -0.08567
O 0.38074 -0.18914 2.56241
F -3.04053 0.05079 2.04568
F -1.78326 -1.71150 1.47353
F -0.63664 2.17648 4.17161
F -0.42456 3.30298 2.26312
F -2.37717 2.48414 2.84482
H 1.25906 0.16508 -0.96429
H -1.10648 -1.17644 -1.89229
H 1.18512 -0.22953 2.08691